1.
Here is a 5-piece molecular cluster, C15H35N5O5 overall from the Open Molecules 2025 dataset. Energies are from ωB97M-V/def2-TZVPD.

```
60
Properties=species:S:1:pos:R:3:forces:R:3
C 5.978 0.360 4.573 -0.4 0.2 1.9
N 6.026 -0.802 5.542 -0.4 0.8 -1.2
C 5.225 -0.921 6.699 1.8 1.5 -1.6
C 5.610 -2.001 7.631 -0.2 -1.2 0.7
O 4.326 -0.148 6.950 -0.1 -0.1 -0.3
H 6.689 1.099 4.941 0.0 0.2 0.0
H 4.995 0.829 4.635 0.0 -0.2 -0.1
H 6.251 0.210 3.528 -0.2 -1.0 0.2
H 6.848 -1.355 5.343 -0.4 -0.4 0.8
H 4.795 -2.716 7.518 0.1 -0.4 0.3
H 5.602 -1.674 8.671 -0.2 0.3 -0.2
H 6.560 -2.519 7.499 0.0 0.2 -0.5
C -2.749 0.593 -2.982 0.2 0.8 -0.6
N -4.054 0.239 -2.438 0.8 -0.6 -0.1
C -5.191 0.942 -2.649 1.0 1.2 -1.5
C -6.440 0.271 -2.065 -0.5 1.1 -1.1
O -5.128 2.009 -3.311 -1.1 -1.9 1.7
H -2.294 -0.204 -3.570 -0.1 -0.4 0.3
H -2.002 0.984 -2.291 -0.4 -0.5 0.5
H -2.790 1.422 -3.689 -0.7 0.0 0.0
H -4.155 -0.724 -2.150 -0.1 0.2 0.4
H -6.526 -0.803 -2.230 0.6 0.0 0.3
H -7.254 0.690 -2.655 -0.2 0.2 0.2
H -6.602 0.555 -1.025 0.2 -0.2 0.0
C -2.097 -2.827 -1.184 -1.0 0.4 -0.2
N -2.768 -3.673 -0.175 1.7 0.0 -1.3
C -3.967 -3.403 0.324 -2.5 0.0 0.1
C -4.418 -4.349 1.478 0.5 0.5 -0.1
O -4.676 -2.504 -0.142 0.6 -0.5 0.7
H -2.749 -2.313 -1.891 -1.0 -0.5 0.3
H -1.515 -3.418 -1.890 0.7 0.0 0.8
H -1.662 -1.945 -0.713 0.9 -0.5 0.1
H -2.271 -4.506 0.106 -0.1 0.3 0.1
H -4.167 -3.857 2.418 0.3 0.0 0.0
H -3.881 -5.296 1.432 0.0 0.0 0.0
H -5.481 -4.561 1.589 0.0 0.3 -0.7
C -0.655 3.071 -5.620 -1.3 -0.8 2.4
N 0.039 3.714 -4.449 0.2 0.6 -2.9
C 0.265 3.089 -3.283 0.6 0.1 0.0
C 1.139 3.819 -2.299 -0.2 0.1 1.0
O -0.125 1.968 -3.014 -0.2 -0.2 -0.4
H -1.644 2.992 -5.170 -0.5 -0.6 -0.6
H -0.307 2.050 -5.773 0.2 0.2 -0.1
H -0.838 3.581 -6.566 1.0 0.7 0.4
H 0.445 4.607 -4.690 0.2 -0.2 0.7
H 1.071 4.907 -2.287 0.2 0.0 -0.5
H 2.162 3.451 -2.376 0.1 0.3 -0.3
H 0.806 3.519 -1.306 -0.1 -0.1 0.0
C 0.069 0.433 -0.224 0.1 -1.8 0.0
N 1.453 0.755 0.049 0.3 0.8 0.0
C 2.455 -0.038 0.582 -0.1 1.9 0.9
C 3.841 0.631 0.633 0.1 -0.6 -0.6
O 2.293 -1.093 1.151 -0.5 -0.6 -0.6
H 0.105 -0.340 -0.991 -0.4 0.0 -0.2
H -0.503 1.266 -0.634 0.4 0.1 0.3
H -0.426 -0.022 0.634 -0.1 0.2 0.2
H 1.604 1.738 -0.128 0.9 -0.4 0.0
H 4.002 1.408 -0.114 -0.2 0.2 0.2
H 4.572 -0.145 0.405 -0.1 -0.1 0.0
H 4.107 0.956 1.639 -0.4 0.2 0.0
```
Positions in Å, forces in eV/Å.

* HOMO-LUMO gap: 9.557 eV
* max |F|: 2.95 eV/Å
* energy relative to the best compared isomer or geometry (same formula, charge and spin): 1.869 eV
* HOMO level: -8.99 eV
* net charge: 0
* structure (SMILES): CNC(C)=O.CNC(C)=O.CNC(C)=O.CNC(C)=O.CNC(C)=O

2.
Here is a 6-piece molecular cluster, C15H35N6O8 overall from the Open Molecules 2025 dataset. Energies are from ωB97M-V/def2-TZVPD.

```
64
Properties=species:S:1:pos:R:3:forces:R:3
N 1.056 -24.570 0.615 3.0 3.1 -0.1
O 0.220 -25.280 0.139 -2.3 -2.2 -1.1
O 1.928 -24.001 -0.100 0.1 -0.2 -1.3
O 1.102 -24.274 1.789 -0.8 -0.4 2.7
C -0.972 -27.080 -2.684 0.7 0.3 -0.6
C 0.322 -26.573 -3.292 1.5 1.0 -1.3
O 0.750 -26.989 -4.380 -0.8 0.0 1.0
N 0.924 -25.515 -2.684 -0.2 0.4 -0.1
C 1.921 -24.636 -3.317 0.5 -0.8 0.0
H -0.846 -28.162 -2.636 -0.6 0.1 0.2
H -1.653 -26.757 -3.471 -0.4 -0.6 0.0
H -1.310 -26.586 -1.773 0.4 -0.3 0.2
H 0.711 -25.404 -1.703 0.0 0.5 0.1
H 2.335 -23.900 -2.628 -0.5 -0.2 0.3
H 1.582 -24.107 -4.208 -0.6 -0.1 0.1
H 2.787 -25.201 -3.662 0.0 -0.3 0.0
C -1.110 -21.993 -1.847 -0.4 -1.6 0.7
C -0.824 -21.079 -0.712 0.3 0.6 -1.0
O -1.487 -20.058 -0.601 0.1 0.4 0.7
N 0.197 -21.425 0.087 0.7 -0.4 0.9
C 0.718 -20.645 1.167 0.4 0.6 0.2
H -1.559 -21.529 -2.725 0.4 0.1 0.2
H -1.876 -22.619 -1.389 -0.5 -0.3 -0.3
H -0.313 -22.718 -2.011 0.2 0.3 -0.5
H 0.709 -22.294 0.149 -0.6 -0.5 -1.5
H 0.040 -20.595 2.019 0.0 0.4 0.0
H 1.051 -19.675 0.798 -0.4 0.3 0.3
H 1.631 -21.149 1.482 -0.1 -0.1 0.2
C -4.330 -20.831 3.324 -1.9 1.3 0.3
C -3.724 -22.159 3.483 1.5 -2.4 1.1
O -3.650 -22.726 4.578 -0.4 0.8 -0.5
N -3.265 -22.758 2.368 -0.7 0.4 -1.3
C -2.500 -23.990 2.217 1.3 0.4 0.0
H -5.332 -21.026 3.706 -0.1 0.3 0.6
H -4.610 -20.390 2.367 0.9 -0.5 -0.5
H -3.888 -20.036 3.925 0.2 -0.4 0.1
H -3.230 -22.090 1.611 0.2 -0.5 -0.4
H -1.480 -23.655 2.030 0.4 -0.3 0.6
H -2.642 -24.600 1.325 -1.1 0.3 -0.1
H -2.530 -24.665 3.072 -0.2 0.5 0.1
C 5.170 -21.010 0.801 0.3 -1.9 -0.5
C 5.689 -22.462 1.040 -1.2 1.4 0.0
O 6.875 -22.631 1.104 1.9 -0.6 0.1
N 4.781 -23.382 1.361 -1.9 -0.5 0.2
C 5.111 -24.719 1.803 1.7 0.2 -0.8
H 4.084 -20.923 0.809 0.1 0.2 0.5
H 5.500 -20.722 -0.197 0.3 0.3 0.3
H 5.741 -20.572 1.620 -0.5 0.9 -0.3
H 3.865 -23.285 0.945 -0.3 0.1 0.2
H 4.265 -25.348 2.081 0.0 0.5 -0.1
H 5.868 -24.647 2.583 -0.3 0.0 0.4
H 5.693 -25.138 0.982 -0.2 -0.8 -0.1
C -1.751 -27.817 1.384 0.5 0.4 0.0
C -0.724 -27.926 2.545 -4.0 -0.7 -1.2
O -1.051 -28.624 3.482 0.5 -0.9 1.0
N 0.384 -27.257 2.444 2.5 0.5 1.1
C 1.339 -27.386 3.581 -0.5 1.1 -1.1
H -2.784 -27.896 1.723 0.3 -0.1 0.4
H -1.574 -28.642 0.693 0.1 0.0 -0.1
H -1.676 -26.879 0.835 0.3 0.0 -0.1
H 0.418 -26.446 1.843 0.1 -0.1 0.0
H 0.829 -27.226 4.531 0.0 -0.2 -0.1
H 2.018 -26.549 3.423 0.4 -0.3 0.2
H 1.836 -28.356 3.563 0.0 0.1 0.0
```
Positions in Å, forces in eV/Å.

* HOMO-LUMO gap: 9.586 eV
* max |F|: 4.30 eV/Å
* energy relative to the best compared isomer or geometry (same formula, charge and spin): 0.000 eV
* HOMO level: -6.96 eV
* net charge: -1

3.
Here is a 3-piece molecular cluster, C15H35NO12P2 overall from the Open Molecules 2025 dataset. Energies are from ωB97M-V/def2-TZVPD.

```
65
Properties=species:S:1:pos:R:3:forces:R:3
C 6.345 -4.929 1.594 0.0 0.2 0.0
C 4.867 -5.130 1.875 0.1 -0.2 -0.2
O 4.380 -4.250 2.895 0.3 0.4 -0.5
P 4.155 -2.685 2.547 -2.7 -1.8 4.8
O 3.078 -2.602 1.547 1.9 1.1 -2.0
O 3.409 -2.215 3.915 0.4 0.1 -0.1
C 2.172 -1.499 3.889 -0.3 0.0 0.1
C 1.009 -2.429 4.165 0.0 -0.2 0.1
O 5.567 -2.090 2.944 0.1 0.4 -2.2
C 6.017 -1.860 4.292 0.6 0.4 0.5
C 6.122 -3.100 5.147 -0.3 -0.2 -0.1
H 6.533 -3.948 1.152 0.0 0.0 0.0
H 6.708 -5.689 0.902 0.0 0.0 0.0
H 6.924 -4.984 2.515 0.0 -0.1 0.0
H 4.277 -5.001 0.963 0.0 0.0 0.0
H 4.694 -6.142 2.239 -0.1 0.1 0.1
H 2.043 -0.972 2.945 0.1 -0.1 -0.1
H 2.233 -0.743 4.674 0.1 0.0 0.0
H 1.054 -3.312 3.528 0.0 0.1 -0.1
H 0.059 -1.922 3.995 0.0 0.0 0.0
H 1.037 -2.777 5.198 0.0 0.0 0.0
H 5.402 -1.100 4.768 -0.2 -0.1 -0.1
H 7.010 -1.423 4.179 0.0 0.0 -0.3
H 5.142 -3.505 5.392 0.0 0.0 0.0
H 6.625 -2.848 6.081 0.0 0.1 0.0
H 6.690 -3.881 4.643 0.1 0.0 0.0
C -2.308 2.855 -3.244 -0.3 0.5 -0.1
C -3.566 2.017 -3.135 0.3 -0.2 -0.1
O -4.591 2.657 -2.358 0.1 0.5 -0.4
P -5.409 3.892 -3.001 -2.5 -2.3 4.4
O -6.180 3.375 -4.143 1.6 1.6 -1.8
O -6.558 4.106 -1.862 0.4 0.2 -0.1
C -7.943 4.165 -2.201 -0.3 -0.2 0.1
C -8.620 2.839 -1.924 0.0 -0.1 0.1
O -4.518 5.112 -2.517 0.4 0.2 -2.2
C -4.508 5.647 -1.183 0.2 0.6 0.5
C -4.049 4.682 -0.116 -0.1 -0.3 0.0
H -2.492 3.766 -3.820 0.0 0.0 0.0
H -1.524 2.295 -3.734 0.0 0.0 0.0
H -1.960 3.162 -2.257 0.1 -0.1 0.0
H -3.955 1.773 -4.126 -0.1 0.0 0.0
H -3.342 1.080 -2.627 -0.1 0.0 0.1
H -8.082 4.473 -3.235 0.1 -0.1 -0.1
H -8.385 4.941 -1.571 0.1 0.0 0.0
H -8.062 2.016 -2.370 0.0 0.1 -0.2
H -9.636 2.831 -2.321 0.0 0.0 0.0
H -8.666 2.651 -0.850 0.0 0.0 0.0
H -5.479 6.074 -0.942 -0.1 -0.2 -0.1
H -3.809 6.483 -1.227 0.1 -0.1 -0.2
H -4.779 3.892 0.053 0.0 0.0 0.0
H -3.915 5.222 0.822 0.0 0.1 -0.1
H -3.105 4.213 -0.389 0.0 0.1 0.0
C 2.046 -2.461 -2.941 -0.1 0.0 0.5
C 1.806 -1.295 -1.986 -0.1 -0.5 -0.4
O 0.423 -1.062 -1.762 0.3 0.1 0.1
C -0.255 -0.546 -2.826 -0.1 -0.4 -0.3
O -0.446 0.610 -2.979 0.0 0.5 0.2
O 2.379 -0.136 -2.569 0.2 -0.1 0.0
N 3.624 0.182 -1.943 0.1 -0.4 0.0
O 4.371 0.597 -2.726 -0.1 0.4 0.1
H 1.889 -2.168 -3.977 0.0 -0.1 0.0
H 3.069 -2.807 -2.792 0.1 0.1 -0.2
H 1.391 -3.281 -2.645 0.0 0.0 -0.2
H 2.259 -1.538 -1.024 -0.2 0.4 0.2
H -0.667 -1.278 -3.534 0.1 -0.3 0.2
```
Positions in Å, forces in eV/Å.

* HOMO-LUMO gap: 10.155 eV
* max |F|: 5.78 eV/Å
* energy relative to the best compared isomer or geometry (same formula, charge and spin): 1.116 eV
* HOMO level: -10.15 eV
* net charge: 0
* structure (SMILES): CCOP(=O)(OCC)OCC.CCOP(=O)(OCC)OCC.C[C@H](OC=O)ON=O

4.
Here is C15H36Al2BrN4O14PS as an isolated structure from the Open Molecules 2025 dataset. Energies are from ωB97M-V/def2-TZVPD.

```
74
Properties=species:S:1:pos:R:3:forces:R:3
C 5.701 -4.294 1.794 -0.1 -0.1 0.1
N 5.018 -3.138 1.221 -0.7 -0.9 0.6
C 4.261 -2.345 2.168 0.9 0.8 0.6
N 3.002 -2.953 2.562 0.3 -0.5 -1.6
C 1.927 -2.859 1.571 -0.5 0.0 0.6
C 0.919 -3.932 1.945 -0.5 -0.9 0.9
O 0.232 -4.563 1.040 0.2 0.4 -2.0
O 0.798 -4.210 3.129 0.3 0.5 -0.3
H 6.437 -4.709 1.114 0.0 0.0 -0.3
H 6.192 -4.049 2.727 0.1 0.3 0.1
H 4.968 -5.078 2.014 0.1 -0.3 0.0
H 4.436 -3.465 0.457 0.2 0.4 -0.4
H 4.888 -2.248 3.049 0.0 0.0 0.2
H 4.134 -1.332 1.802 -0.4 0.1 -0.2
H 3.163 -3.939 2.742 -0.1 0.0 0.6
H 2.258 -2.934 0.532 0.1 0.0 -0.1
H 1.405 -1.908 1.700 0.0 0.2 -0.2
Al 0.243 -4.720 -0.910 -0.1 0.0 1.5
C 1.133 -2.814 7.472 0.3 0.2 -0.6
O 1.147 -2.696 8.682 -0.1 0.0 0.2
N 1.779 -1.937 6.639 0.0 0.0 0.1
N 0.468 -3.825 6.841 0.0 -0.2 0.1
H 1.773 -2.017 5.638 0.0 -0.1 0.1
H 2.279 -1.179 7.069 0.0 0.0 0.0
H -0.020 -4.493 7.418 0.0 0.0 0.0
H 0.443 -3.929 5.842 -0.1 0.1 -0.1
C -1.028 3.118 -0.025 -0.1 0.4 0.1
C -0.570 3.304 1.412 -0.7 -0.3 -0.2
O -1.444 2.651 2.326 0.0 0.3 0.0
C -1.315 1.318 2.398 -0.2 -0.1 0.1
O -0.523 0.660 1.772 0.2 0.0 -0.1
O -2.205 0.873 3.261 0.0 0.0 0.0
C -2.261 -0.555 3.390 -0.1 -0.3 0.1
H -2.078 3.431 -0.142 0.0 -0.1 0.0
H -0.408 3.690 -0.716 0.0 -0.1 -0.1
H -0.978 2.071 -0.313 0.0 0.0 0.0
H -0.603 4.405 1.702 0.4 -1.8 0.7
H 0.455 2.979 1.559 0.1 0.2 0.1
H -1.281 -0.964 3.625 0.1 0.1 -0.1
H -2.650 -0.996 2.475 0.1 0.0 0.0
H -2.941 -0.771 4.207 0.0 0.2 0.0
O -1.159 -5.871 8.623 0.0 -0.2 -0.2
S -2.575 -6.207 8.554 0.5 0.0 -0.4
O -3.064 -5.930 7.207 -0.1 0.4 0.0
O -3.365 -5.426 9.501 -0.4 -0.2 0.0
O -2.755 -7.613 8.900 0.0 0.0 0.5
O -0.560 3.469 -4.076 1.6 -2.8 0.3
P -1.147 2.799 -5.265 -4.1 4.2 -2.3
O -0.760 3.738 -6.535 0.0 -0.8 0.5
C 0.596 4.159 -6.718 0.5 0.2 -0.1
C 1.475 3.034 -7.238 -0.2 -0.1 -0.1
O -2.742 3.174 -5.060 0.3 -0.3 0.0
C -3.257 3.471 -3.770 0.0 0.3 0.1
C -3.410 4.973 -3.601 -0.1 0.2 -0.1
O -1.511 1.460 -6.059 2.1 -0.6 1.8
C -2.366 1.475 -7.231 -0.3 -0.3 -0.8
C -1.562 1.330 -8.504 0.3 0.3 0.0
H 1.000 4.559 -5.786 -0.2 -0.1 0.1
H 0.576 4.977 -7.436 -0.2 0.0 0.0
H 1.408 2.150 -6.597 0.1 0.1 0.1
H 2.515 3.356 -7.285 0.0 0.0 0.0
H 1.167 2.732 -8.238 0.0 0.0 0.0
H -2.622 3.048 -2.991 0.1 0.0 0.0
H -4.233 2.988 -3.687 0.0 0.0 -0.2
H -2.511 5.508 -3.907 0.1 -0.2 0.1
H -3.637 5.225 -2.561 -0.1 0.0 0.0
H -4.223 5.342 -4.226 0.0 0.0 0.0
H -2.989 2.364 -7.265 0.1 0.1 0.3
H -3.026 0.615 -7.120 0.1 0.0 0.3
H -1.111 2.279 -8.791 0.0 0.0 0.0
H -2.209 1.017 -9.322 0.0 -0.1 0.1
H -0.757 0.605 -8.383 -0.1 -0.1 0.0
Al -1.516 5.793 0.926 1.4 0.6 -0.6
Br 1.179 5.765 0.752 -1.2 0.8 -0.2
```
Positions in Å, forces in eV/Å.

* HOMO-LUMO gap: 1.349 eV
* max |F|: 6.33 eV/Å
* HOMO level: -13.45 eV
* net charge: +2